# C22H43IO21S

A cluster of 7 separate species, C22H43IO21S in total in a non-equilibrium geometry (ωB97M-V with the def2-TZVPD basis set, the OMol25 dataset).

E_LUMO (Eh): -0.001
Molar mass (g mol⁻¹): 802.54
SMILES: O=S1(=O)CCC[C@@H](I)O1.COC(=O)OC.COC(=O)OC.COC(=O)OC.COC(=O)OC.COC(=O)OC.COC(=O)OC
HOMO (eV): -9.952

Geometry as ORCA input:
```
! wB97M-V def2-TZVPD RIJCOSX def2/J DEFGRID3
* xyz 0 1
O 3.24 -0.32 0.11
S 2.30 0.54 -0.65
O 2.26 0.04 -2.04
C 2.96 2.24 -0.56
C 1.86 3.10 0.17
C 0.51 2.82 -0.55
C -0.10 1.41 -0.29
I -1.24 0.86 -2.06
O 0.85 0.42 0.12
H 3.14 2.60 -1.57
H 3.84 2.24 0.08
H 2.10 4.15 -0.01
H 1.86 2.85 1.23
H 0.66 2.96 -1.63
H -0.24 3.57 -0.26
H -0.80 1.51 0.54
C -3.95 6.24 0.56
O -3.98 4.96 -0.08
C -5.12 4.70 -0.72
O -6.07 5.42 -0.77
O -5.02 3.49 -1.27
C -6.20 3.09 -1.98
H -2.98 6.33 1.04
H -4.07 7.04 -0.17
H -4.73 6.30 1.32
H -6.40 3.77 -2.81
H -7.05 3.04 -1.31
H -6.01 2.09 -2.38
C 0.93 4.99 6.91
O 0.67 4.47 5.60
C 0.97 3.18 5.47
O 1.43 2.47 6.32
O 0.69 2.82 4.22
C 0.97 1.45 3.93
H 0.64 6.04 6.89
H 0.33 4.47 7.65
H 1.99 4.92 7.14
H 0.37 0.79 4.56
H 2.03 1.24 4.05
H 0.69 1.28 2.89
C -0.75 6.72 -6.21
O -0.81 5.51 -5.45
C -1.78 5.50 -4.53
O -2.56 6.39 -4.32
O -1.74 4.33 -3.90
C -2.73 4.18 -2.88
H 0.08 6.61 -6.91
H -1.67 6.87 -6.76
H -0.55 7.57 -5.56
H -3.73 4.23 -3.31
H -2.61 4.93 -2.11
H -2.60 3.19 -2.44
C -2.57 -5.61 1.04
O -1.57 -4.59 1.07
C -1.20 -4.16 -0.14
O -1.63 -4.55 -1.19
O -0.27 -3.23 0.03
C 0.24 -2.67 -1.18
H -2.79 -5.88 2.07
H -3.49 -5.24 0.57
H -2.21 -6.49 0.51
H -0.56 -2.17 -1.74
H 0.72 -3.43 -1.79
H 0.98 -1.93 -0.91
C 1.62 -3.43 2.26
O 2.07 -3.68 3.60
C 2.45 -4.94 3.80
O 2.43 -5.82 2.99
O 2.86 -5.05 5.07
C 3.29 -6.36 5.42
H 1.34 -2.38 2.21
H 2.43 -3.61 1.55
H 0.76 -4.04 2.03
H 4.15 -6.66 4.82
H 2.48 -7.08 5.32
H 3.60 -6.33 6.47
C 2.86 -7.10 -5.56
O 3.06 -6.26 -4.42
C 2.75 -6.85 -3.27
O 2.35 -7.97 -3.13
O 2.98 -5.97 -2.29
C 2.69 -6.47 -0.98
H 3.14 -6.52 -6.44
H 3.50 -7.98 -5.51
H 1.82 -7.38 -5.65
H 3.32 -7.33 -0.75
H 1.63 -6.73 -0.90
H 2.91 -5.67 -0.28
*
```